The following is a quantum chemistry calculation of a cluster of 2 separate species, C5H15NO2 in total in a non-equilibrium geometry, from the Open Molecules 2025 dataset.

The geometry in XYZ format:
```
23
Properties=species:S:1:pos:R:3:nbo_charge:R:1
C -1.229 1.603 1.650 -0.631
C -1.657 0.233 1.087 -0.210
N -0.675 -0.410 0.205 -0.637
C -0.340 0.342 -1.003 -0.219
C 0.915 1.250 -0.941 -0.462
C 2.161 0.602 -1.505 -0.062
O 3.125 0.257 -0.506 -0.735
H -0.268 1.442 2.121 0.198
H -1.964 1.943 2.376 0.215
H -1.147 2.311 0.830 0.201
H -1.853 -0.442 1.919 0.194
H -2.561 0.322 0.496 0.184
H 0.156 -0.543 0.696 0.348
H -1.184 1.002 -1.247 0.184
H -0.339 -0.338 -1.848 0.193
H 1.099 1.492 0.105 0.214
H 0.661 2.161 -1.420 0.212
H 2.008 -0.343 -2.015 0.186
H 2.648 1.287 -2.197 0.162
H 3.522 1.012 -0.060 0.466
O -2.029 -3.556 0.656 -0.945
H -2.092 -2.729 0.170 0.479
H -1.242 -3.460 1.181 0.465
```

Largest force on an atom, Eh/bohr: 0.0392
LUMO level, eV: 0.800
2S+1: 1
E_HOMO, eV: -9.023
SMILES string: CCNCCCO.O
E, Ha: -404.703004